Formula: C24H18MnNOPS
Source: OMol25
Level of theory: ωB97M-V/def2-TZVPD

E_HOMO (spin up / spin down), eV: -15.140 / -15.004
Net charge: +2
LUMO energy (spin up / spin down), eV: -7.78 / -8.81
2S+1: 2
Gap between HOMO and LUMO (spin up / spin down), eV: 7.36 / 6.19

```
47
Properties=species:S:1:pos:R:3:lowdin_spin:R:1
Mn 0.5366 0.0623 -0.0250 0.742
O 2.3571 -0.7133 0.1184 -0.016
C 2.3727 0.5054 0.1194 -0.039
C 3.2086 1.6640 0.1601 -0.007
C 4.5810 1.7263 0.3850 -0.002
C 5.1569 2.9863 0.4260 -0.001
C 4.3760 4.1266 0.2390 -0.001
C 3.0037 4.0509 -0.0107 0.000
C 2.4255 2.8007 -0.0570 -0.002
P 0.7181 2.3222 -0.4428 -0.020
C 0.6593 1.9824 -2.2083 0.003
C -0.4369 1.2503 -2.6781 0.004
C -0.4886 0.8460 -4.0060 0.002
C 0.5479 1.1751 -4.8661 0.000
C 1.6339 1.9127 -4.4060 0.003
C 1.6972 2.3126 -3.0816 -0.002
C -0.3829 3.6513 -0.0003 -0.005
C -0.6062 3.9115 1.3547 -0.001
C -1.4187 4.9687 1.7249 0.000
C -2.0103 5.7604 0.7461 -0.001
C -1.7931 5.5007 -0.5996 0.000
C -0.9783 4.4439 -0.9812 -0.002
H 5.1653 0.8301 0.5440 0.000
H 6.2164 3.0872 0.6162 0.000
H 4.8486 5.0991 0.2881 0.000
H 2.4172 4.9482 -0.1631 0.000
H -1.2851 1.0468 -2.0313 0.002
H -1.3432 0.2923 -4.3704 0.000
H 0.5083 0.8663 -5.9022 0.000
H 2.4321 2.1801 -5.0854 0.000
H 2.5506 2.8802 -2.7318 0.000
H -0.1419 3.2986 2.1210 0.000
H -1.5934 5.1768 2.7718 0.000
H -2.6475 6.5854 1.0367 0.000
H -2.2588 6.1196 -1.3544 0.000
H -0.8134 4.2403 -2.0321 0.000
S -1.5230 0.2195 0.9437 0.241
C -1.5360 -1.4504 0.5719 0.016
C -2.5262 -2.3817 0.8599 0.035
C -2.2839 -3.7018 0.4860 -0.004
C -1.0959 -4.0214 -0.1440 0.036
C -0.1455 -3.0191 -0.4061 0.003
N -0.3704 -1.7701 -0.0600 0.014
H -3.4372 -2.0809 1.3591 0.001
H -3.0170 -4.4704 0.6909 -0.001
H -0.8812 -5.0395 -0.4386 0.002
H 0.7946 -3.2386 -0.8950 0.000
```